(1)
The following is a quantum chemistry calculation of a cluster of 12 separate species, C45H91B2Br23N5O8S in total, from the OMol25 dataset.

Values from the calculation:
Gap between HOMO and LUMO   8.9 eV
HOMO   -10.85 eV
Total charge   +1

Geometry as XYZ:
```
175
C45H91B2Br23N5O8S wB97M-V/def2-TZVPD
C 2.463 -6.570 6.044
C 1.742 -5.638 5.425
C 2.417 -4.622 4.582
O 3.525 -4.791 4.116
O 1.682 -3.525 4.387
C 1.945 -2.792 3.175
C 0.670 -2.077 2.793
C 0.914 -0.825 1.906
C 0.224 -0.903 0.541
C -0.440 0.398 0.110
C -1.860 0.399 0.689
N -2.333 1.740 1.048
B -2.547 2.878 0.024
O -3.805 2.883 -0.520
N -1.524 3.832 -0.247
C -0.761 3.424 -1.482
C -2.089 5.171 -0.516
C -2.627 2.074 2.245
N -2.541 1.318 3.372
C -3.275 0.048 3.530
C -4.007 -0.106 4.851
C -3.153 -0.539 6.044
C -2.370 -1.819 5.811
S -0.948 -1.931 6.887
O -0.767 -0.718 7.619
O 0.152 -2.354 6.084
O -1.343 -3.097 7.882
C -2.148 2.182 4.453
Br -0.321 1.641 4.903
C -2.247 3.633 3.775
C -2.895 4.575 4.774
C -0.913 4.214 3.294
C 0.025 4.794 4.373
C 0.178 6.301 4.207
N 0.760 6.623 2.901
N -3.042 3.387 2.553
C -4.518 3.343 2.720
B -5.251 4.695 2.335
O -4.699 5.616 1.469
O -6.496 4.930 2.886
H 1.962 -7.343 6.600
H 3.538 -6.572 6.008
H 0.670 -5.638 5.519
H 2.723 -2.061 3.368
H 2.260 -3.458 2.380
H 0.174 -1.777 3.711
H -0.008 -2.756 2.282
H 0.575 0.035 2.479
H 1.986 -0.724 1.783
H 0.969 -1.139 -0.208
H -0.485 -1.727 0.519
H -0.531 0.385 -0.976
H 0.089 1.276 0.462
H -2.575 -0.015 -0.016
H -1.854 -0.245 1.558
H -3.837 2.456 -1.384
H -0.863 2.371 -1.723
H -1.200 3.963 -2.314
H 0.275 3.696 -1.368
H -2.839 5.149 -1.302
H -2.483 5.620 0.384
H -1.279 5.798 -0.878
H -2.602 -0.784 3.343
H -4.013 -0.003 2.735
H -4.445 0.856 5.107
H -4.850 -0.767 4.686
H -2.518 0.276 6.363
H -3.838 -0.722 6.867
H -3.005 -2.682 5.975
H -1.947 -1.923 4.822
H -1.079 -2.795 8.763
H -2.798 2.206 5.312
H -2.318 4.527 5.688
H -3.899 4.269 5.049
H -2.926 5.600 4.421
H -0.373 3.492 2.690
H -1.186 5.018 2.621
H 1.012 4.378 4.193
H -0.237 4.509 5.382
H 0.874 6.647 4.960
H -0.805 6.763 4.332
H 0.058 6.625 2.173
H 1.113 7.570 2.929
H -4.821 3.047 3.722
H -4.918 2.574 2.056
H -4.340 6.351 1.973
H -6.449 5.615 3.556
Br -8.649 1.565 -4.182
C -7.445 2.692 -3.154
C -6.063 2.717 -3.746
Br -5.095 1.063 -3.374
H -7.460 2.318 -2.136
H -7.885 3.686 -3.178
H -5.472 3.511 -3.295
H -6.067 2.836 -4.824
Br 0.742 -0.451 -3.173
C 2.626 -0.608 -3.656
C 3.520 0.108 -2.682
Br 3.494 2.036 -2.936
H 2.718 -0.243 -4.673
H 2.831 -1.677 -3.634
H 4.555 -0.188 -2.837
H 3.245 -0.075 -1.648
Br 3.668 -4.135 -4.823
C 3.459 -5.458 -3.411
C 2.062 -5.413 -2.861
Br 1.840 -3.890 -1.663
H 4.220 -5.268 -2.661
H 3.658 -6.413 -3.889
H 1.846 -6.291 -2.257
H 1.315 -5.323 -3.640
Br -11.169 3.517 -1.315
C -11.923 2.926 -3.011
C -13.371 3.314 -3.139
Br -14.520 2.180 -2.056
H -11.770 1.854 -3.064
H -11.328 3.414 -3.778
H -13.709 3.176 -4.164
H -13.558 4.337 -2.830
Br 0.941 6.296 -2.233
C 1.964 6.192 -3.885
C 1.085 5.823 -5.050
Br 0.603 3.940 -5.004
H 2.758 5.474 -3.710
H 2.395 7.180 -4.030
H 1.620 5.972 -5.985
H 0.156 6.382 -5.071
Br 7.711 -5.244 -3.795
C 7.574 -6.485 -2.304
C 7.601 -7.919 -2.760
Br 5.907 -8.467 -3.548
H 6.665 -6.235 -1.766
H 8.438 -6.274 -1.676
H 7.751 -8.584 -1.913
H 8.366 -8.103 -3.506
Br 6.852 -1.571 -0.888
C 7.765 -3.134 -0.174
C 9.243 -2.902 -0.013
Br 10.161 -2.953 -1.728
H 7.547 -3.954 -0.852
H 7.299 -3.321 0.787
H 9.689 -3.695 0.581
H 9.468 -1.941 0.437
Br 0.857 6.015 8.026
C 2.745 5.698 7.670
C 3.625 6.473 8.612
Br 3.692 8.358 8.142
H 2.916 5.957 6.630
H 2.889 4.629 7.805
H 4.651 6.119 8.547
H 3.286 6.417 9.641
Br 2.173 -1.394 -7.603
C 3.998 -1.373 -8.269
C 4.879 -0.471 -7.450
Br 4.556 1.410 -7.831
H 3.945 -1.082 -9.312
H 4.340 -2.404 -8.198
H 5.925 -0.642 -7.693
H 4.729 -0.602 -6.383
Br 1.278 -7.840 -5.218
C -0.197 -9.064 -4.889
C -1.293 -8.400 -4.100
Br -0.812 -8.205 -2.224
H 0.220 -9.928 -4.384
H -0.559 -9.356 -5.871
H -2.191 -9.012 -4.109
H -1.526 -7.407 -4.467
Br 5.757 -4.721 -9.364
C 4.587 -6.259 -9.130
C 3.217 -6.022 -9.706
Br 2.142 -4.864 -8.568
H 4.562 -6.472 -8.066
H 5.082 -7.074 -9.653
H 2.669 -6.960 -9.763
H 3.246 -5.560 -10.686
```


(2)
The following is a quantum chemistry calculation of a structure of composition C28H27N5O2Pd, from the OMol25 dataset.

Values from the calculation:
Gap between HOMO and LUMO   7.8 eV
Energy above the lowest of the compared OMol25 structures with the same formula, charge and spin   0.516 eV
HOMO   -8.14 eV

Geometry as XYZ:
```
63
C28H27N5O2Pd wB97M-V/def2-TZVPD
Pd -0.075 0.623 0.083
C -2.144 -0.664 -2.411
C -3.052 -0.833 -1.223
C -3.941 -1.899 -1.178
C -4.841 -2.036 -0.134
C -4.858 -1.093 0.878
C -3.977 -0.018 0.874
C -4.031 1.023 1.958
C -3.062 0.109 -0.181
N -2.128 1.173 -0.194
C -2.445 2.469 -0.267
O -3.554 2.965 -0.415
C -1.215 3.327 -0.219
C -1.241 4.694 -0.398
C -0.040 5.391 -0.363
C 1.147 4.702 -0.146
C 1.089 3.336 0.035
N -0.070 2.688 -0.004
C 2.307 2.493 0.285
O 3.397 3.005 0.498
N 2.006 1.190 0.246
C 2.976 0.162 0.361
C 2.959 -0.698 1.470
C 2.012 -0.459 2.613
C 3.881 -1.736 1.530
C 4.806 -1.931 0.517
C 4.823 -1.073 -0.569
C 3.922 -0.018 -0.660
C 3.988 0.957 -1.804
H -1.963 -1.619 -2.906
H -1.192 -0.221 -2.132
H -2.599 0.014 -3.138
H -3.948 -2.616 -1.993
H -5.540 -2.863 -0.120
H -5.570 -1.190 1.691
H -4.669 0.697 2.779
H -4.430 1.954 1.554
H -3.032 1.243 2.343
H -2.196 5.174 -0.561
H -0.029 6.465 -0.496
H 2.113 5.184 -0.113
H 2.333 0.414 3.188
H 1.982 -1.319 3.282
H 1.003 -0.244 2.272
H 3.894 -2.379 2.404
H 5.527 -2.737 0.585
H 5.559 -1.209 -1.354
H 4.619 0.581 -2.609
H 4.401 1.902 -1.446
H 2.993 1.179 -2.199
N 1.325 -1.502 -1.694
C 0.625 -2.188 -0.754
C 0.639 -3.592 -0.732
C -0.138 -4.257 0.181
C -0.922 -3.537 1.084
C -0.888 -2.170 1.012
N -0.138 -1.503 0.120
H 2.121 -1.950 -2.113
H 1.394 -0.506 -1.566
H 1.265 -4.126 -1.433
H -0.158 -5.339 0.184
H -1.537 -4.030 1.821
H -1.486 -1.556 1.675
```


(3)
The following is a quantum chemistry calculation of a structure of composition C14H28BrF6N5O9S2V, from the OMol25 dataset.

Values from the calculation:
Gap between HOMO and LUMO (alpha / beta)   4.3 / 6.4 eV
Spin multiplicity   3
⟨S²⟩   2.02
HOMO (alpha / beta)   -2.47 / -4.54 eV
Total charge   -1

Geometry as XYZ:
```
66
C14H28BrF6N5O9S2V wB97M-V/def2-TZVPD
O 0.888 1.011 0.424
V 0.726 -0.469 0.063
C 0.194 -0.206 4.872
F 0.717 -0.753 5.953
F -1.098 -0.315 4.791
F 0.439 1.070 4.989
S 1.264 -0.717 3.275
O 1.863 0.538 2.851
O 2.246 -1.754 3.677
N 0.178 -1.221 1.953
S -0.418 -2.554 2.521
O 0.046 -3.673 1.649
O -0.407 -2.858 3.913
C -2.285 -2.473 2.144
F -2.842 -1.445 2.820
F -2.509 -2.316 0.829
F -2.791 -3.653 2.551
Br 3.426 -0.871 0.018
C -0.758 -3.201 -1.338
O 0.083 -2.401 -0.929
N -0.683 -4.563 -1.455
C -1.715 -5.350 -2.112
C 0.631 -5.215 -1.369
H -1.756 -2.921 -1.710
H -2.530 -4.667 -2.352
H -2.082 -6.069 -1.379
H -1.392 -5.894 -2.999
H 0.682 -6.033 -2.087
H 1.490 -4.548 -1.441
H 0.674 -5.572 -0.340
C 5.042 5.117 1.208
O 6.179 5.391 0.746
N 4.412 3.921 1.047
C 3.158 3.610 1.652
C 5.060 2.844 0.295
H 4.355 5.778 1.759
H 2.434 3.397 0.866
H 2.800 4.408 2.302
H 3.187 2.766 2.341
H 5.493 3.133 -0.662
H 5.888 2.465 0.894
H 4.427 1.978 0.101
C 0.082 -0.034 -3.298
O 0.259 -0.071 -2.097
N -0.343 1.094 -3.925
C -0.595 2.277 -3.077
C -0.604 1.147 -5.330
H 0.232 -0.906 -3.953
H -0.383 3.160 -3.679
H -0.086 2.385 -2.119
H -1.677 2.215 -2.965
H -1.566 1.646 -5.439
H 0.179 1.635 -5.911
H -0.685 0.214 -5.888
C -2.641 0.435 -0.225
O -1.473 0.062 0.032
N -3.286 1.392 0.476
C -4.573 1.886 -0.024
C -2.549 2.240 1.465
H -3.201 -0.055 -1.036
H -5.241 2.430 0.643
H -5.107 0.983 -0.322
H -4.443 2.714 -0.720
H -3.120 2.379 2.383
H -1.551 1.859 1.683
H -2.344 3.199 0.989
```


(4)
The following is a quantum chemistry calculation of a structure of composition C4H7NO, from the OMol25 dataset.

Values from the calculation:
Gap between HOMO and LUMO   9.0 eV
Energy above the lowest of the compared OMol25 structures with the same formula, charge and spin   5.533 eV
HOMO   -8.10 eV

Geometry as XYZ:
```
13
C4H7NO wB97M-V/def2-TZVPD
C 2.235 0.184 0.486
N 0.988 -0.462 0.151
C -0.197 -0.178 0.586
C -1.280 -0.834 -0.084
C -2.018 0.440 0.399
O -0.788 0.886 1.143
H 2.046 1.111 1.040
H 2.784 0.429 -0.429
H 2.865 -0.469 1.099
H -1.652 -1.771 0.328
H 0.139 -1.007 -0.724
H -2.241 1.211 -0.343
H -2.841 0.312 1.105
```


(5)
The following is a quantum chemistry calculation of an isolated molecule of C3H8N4O, from the OMol25 dataset.

Values from the calculation:
Gap between HOMO and LUMO   9.1 eV
Energy above the lowest of the compared OMol25 structures with the same formula, charge and spin   5.985 eV
HOMO   -8.51 eV
SMILES   CN(N)/C=N\C=N/O

Geometry as XYZ:
```
16
C3H8N4O wB97M-V/def2-TZVPD
C 0.497 1.158 -0.673
C 0.310 -1.179 0.209
C -1.919 -0.699 -0.672
H 1.374 1.995 -0.757
H 0.313 0.717 -1.761
H -0.317 1.759 -0.165
H 2.642 0.400 1.336
H 2.942 -0.254 -0.201
H 0.788 -1.905 0.794
H -2.458 -0.927 -1.682
H -1.778 -0.119 1.729
N 1.115 -0.005 0.142
N 2.375 -0.244 0.613
N -0.933 -1.533 -0.096
N -2.491 0.322 -0.098
O -2.462 0.515 1.281
```


(6)
The following is a quantum chemistry calculation of a cluster of 17 separate species, C17H34Cl34 in total, from the OMol25 dataset.

Values from the calculation:
Gap between HOMO and LUMO   10.5 eV
Energy above the lowest of the compared OMol25 structures with the same formula, charge and spin   0.671 eV
HOMO   -10.39 eV

Geometry as XYZ:
```
85
C17H34Cl34 wB97M-V/def2-TZVPD
C 4.509 1.487 -3.834
Cl 2.816 0.955 -3.718
Cl 5.465 1.235 -2.311
H 4.938 0.929 -4.642
H 4.446 2.536 -4.079
C 3.749 -1.130 1.862
Cl 5.365 -1.401 1.142
Cl 3.786 0.401 2.787
H 3.035 -1.059 0.987
H 3.470 -1.951 2.560
C 0.481 -1.899 4.884
Cl -0.867 -1.566 5.951
Cl 1.696 -0.563 4.856
H 0.997 -2.799 5.158
H 0.127 -2.021 3.878
C -0.801 4.000 3.576
Cl 0.493 5.280 3.602
Cl -0.714 2.741 4.809
H -1.706 4.560 3.798
H -0.691 3.509 2.649
C -0.099 2.449 -4.411
Cl -0.463 1.049 -3.290
Cl 0.384 1.785 -6.021
H -1.035 3.029 -4.654
H 0.821 2.840 -4.106
C -0.084 0.359 1.512
Cl 0.825 -0.438 0.279
Cl -0.888 1.823 0.820
H -0.938 -0.269 1.798
H 0.510 0.756 2.339
C -4.758 1.902 -0.173
Cl -6.137 1.548 -1.356
Cl -4.886 3.426 0.627
H -5.021 1.087 0.513
H -3.813 1.831 -0.744
C 0.017 6.298 -0.649
Cl 0.053 6.301 -2.380
Cl -1.535 5.595 -0.041
H 0.767 5.641 -0.315
H 0.146 7.287 -0.225
C 2.664 -2.920 -3.647
Cl 1.501 -2.506 -2.432
Cl 4.386 -2.660 -3.112
H 2.543 -3.952 -3.892
H 2.482 -2.386 -4.584
C -1.324 -4.537 -4.051
Cl -0.457 -5.992 -3.809
Cl -0.932 -3.683 -5.554
H -2.348 -4.817 -4.175
H -1.268 -3.858 -3.216
C 2.658 2.539 -0.262
Cl 2.040 3.546 -1.560
Cl 2.413 3.259 1.363
H 2.094 1.569 -0.246
H 3.657 2.244 -0.377
C -5.016 -2.063 -2.422
Cl -3.303 -1.945 -1.790
Cl -4.966 -2.893 -4.051
H -5.630 -2.615 -1.784
H -5.253 -1.073 -2.595
C 4.111 -4.979 2.322
Cl 3.881 -6.707 2.049
Cl 2.526 -4.212 2.639
H 4.795 -4.733 3.151
H 4.507 -4.638 1.346
C -4.873 3.222 -4.586
Cl -4.346 1.692 -5.291
Cl -3.644 3.542 -3.297
H -4.714 3.953 -5.368
H -5.835 3.087 -4.056
C 2.520 3.560 5.978
Cl 2.457 5.269 6.382
Cl 3.369 3.357 4.468
H 3.094 3.065 6.746
H 1.549 3.160 5.941
C -0.595 -6.391 0.847
Cl -0.989 -5.039 -0.257
Cl 0.290 -7.694 0.102
H 0.086 -6.084 1.601
H -1.570 -6.692 1.286
C -3.497 -1.859 3.454
Cl -2.531 -3.355 3.202
Cl -3.486 -0.721 2.143
H -4.488 -2.162 3.631
H -3.017 -1.441 4.329
```


(7)
The following is a quantum chemistry calculation of an isolated molecule of C6H5N2O4P, from the OMol25 dataset.

Values from the calculation:
Gap between HOMO and LUMO (alpha / beta)   8.6 / 7.7 eV
Energy above the lowest of the compared OMol25 structures with the same formula, charge and spin   2.805 eV
HOMO (alpha / beta)   -8.83 / -9.64 eV

Geometry as XYZ:
```
18
C6H5N2O4P wB97M-V/def2-TZVPD
C 2.015 -1.266 1.051
C 2.304 -1.040 -0.297
C 0.720 -1.110 1.526
C 1.310 -0.671 -1.163
C -0.298 -0.728 0.678
C -0.021 -0.492 -0.693
N -0.895 -0.073 -1.603
N -0.686 2.693 -0.472
O -3.734 1.506 0.419
O -2.155 0.210 -1.120
O -1.884 2.775 -1.123
O -1.025 1.862 0.558
P -2.454 1.492 -0.233
H 2.804 -1.571 1.723
H 3.319 -1.140 -0.652
H 0.503 -1.299 2.567
H 1.495 -0.480 -2.207
H -1.318 -0.668 1.042
```


(8)
The following is a quantum chemistry calculation of an isolated molecule of C3H5NS2, from the OMol25 dataset.

Values from the calculation:
Gap between HOMO and LUMO   8.6 eV
Energy above the lowest of the compared OMol25 structures with the same formula, charge and spin   1.682 eV
HOMO   -8.53 eV
SMILES   C=CN(S)C=S

Geometry as XYZ:
```
11
C3H5NS2 wB97M-V/def2-TZVPD
C 0.428 -1.800 -0.189
C 1.642 -2.226 -0.491
C 0.783 0.602 -0.137
H -1.646 1.069 0.415
H -0.403 -2.515 -0.027
H 2.495 -1.574 -0.650
H 1.826 -3.280 -0.581
H 1.836 0.320 -0.362
N -0.021 -0.466 -0.025
S -1.711 -0.319 0.359
S 0.393 2.181 0.034
```